# 1
{"formula": "C5H8O2", "method": "the ωB97M-V functional and the def2-TZVPD basis", "e_tot_ev": -9405.405, "spin_multiplicity": 1, "homo_lumo_gap_ev": 9.787, "relative_energy_kcal_mol": 102.1, "species": ["C", "C", "O", "C", "C", "O", "C", "H", "H", "H", "H", "H", "H", "H", "H"], "xyz": [[-1.346, 0.187, 0.937], [-1.270, 0.021, -0.573], [-0.287, 0.642, -1.397], [0.919, 0.837, -0.663], [1.506, -0.382, -0.079], [0.580, -1.363, 0.384], [-0.809, -1.082, 0.330], [-0.635, 0.818, 1.456], [-2.327, 0.152, 1.409], [-2.224, -0.060, -1.099], [0.718, 1.606, 0.082], [1.959, 1.199, -0.984], [2.232, -0.958, -0.641], [2.372, 0.386, 0.404], [-1.387, -2.004, 0.434]], "mulliken_charge": [-0.613, -0.139, -0.449, -0.591, -0.236, -0.408, 0.082, 0.219, 0.276, 0.340, 0.351, 0.344, 0.327, 0.171, 0.324]}

***

# 2
{"formula": "C5H8O2", "method": "the ωB97M-V functional and the def2-TZVPD basis", "e_tot_ev": -9406.452, "spin_multiplicity": 1, "homo_lumo_gap_ev": 8.871, "relative_energy_kcal_mol": 77.9, "species": ["C", "C", "O", "C", "C", "C", "O", "H", "H", "H", "H", "H", "H", "H", "H"], "xyz": [[1.175, 1.012, 0.368], [0.084, -1.257, -0.626], [1.082, -1.979, -0.199], [-1.011, -0.974, 0.365], [-1.293, 0.504, -0.026], [0.024, 0.978, -0.653], [0.150, 1.483, -1.746], [1.059, 0.364, 1.246], [2.145, 0.824, -0.096], [1.154, 2.047, 0.720], [1.718, -1.965, -0.935], [-1.839, -1.625, 0.058], [-0.823, -1.150, 1.436], [-2.109, 0.594, -0.747], [-1.515, 1.146, 0.836]], "mulliken_charge": [-1.079, -0.387, -0.333, -0.346, -0.628, 0.703, -0.601, 0.301, 0.303, 0.364, 0.459, 0.312, 0.305, 0.312, 0.316]}

***

# 3
{"formula": "C5H8O2", "method": "the ωB97M-V functional and the def2-TZVPD basis", "e_tot_ev": -9405.150, "spin_multiplicity": 1, "homo_lumo_gap_ev": 8.585, "relative_energy_kcal_mol": 108.0, "species": ["O", "C", "C", "C", "C", "O", "C", "H", "H", "H", "H", "H", "H", "H", "H"], "xyz": [[-1.666, 0.215, 1.413], [-0.923, 0.303, 0.251], [0.071, -0.842, 0.196], [1.161, -0.482, 1.227], [1.783, 0.475, 0.196], [-0.100, 1.495, 0.299], [1.102, -0.428, -0.862], [-2.315, 0.930, 1.416], [-1.570, 0.350, -0.639], [0.050, 1.857, -0.586], [-0.406, -1.828, 0.182], [0.853, -0.073, 2.193], [1.863, -1.308, 1.384], [0.760, 0.005, -1.813], [1.804, -1.236, -1.094]], "mulliken_charge": [-0.505, -0.049, -0.108, -0.448, -0.435, -0.536, -0.564, 0.333, 0.363, 0.364, 0.430, 0.275, 0.314, 0.251, 0.313]}

***

# 4
{"formula": "C5H8O2", "method": "the ωB97M-V functional and the def2-TZVPD basis", "e_tot_ev": -9404.053, "spin_multiplicity": 1, "homo_lumo_gap_ev": 9.769, "relative_energy_kcal_mol": 133.3, "species": ["C", "C", "C", "C", "C", "O", "O", "H", "H", "H", "H", "H", "H", "H", "H"], "xyz": [[-2.117, -0.434, -1.260], [-1.074, -0.259, -0.521], [1.127, -1.041, 0.073], [-0.038, 1.161, 1.160], [0.007, -0.121, 0.265], [-2.474, 0.145, -2.543], [-1.852, 1.304, -3.044], [-2.896, -1.116, -1.105], [1.225, -1.850, 0.820], [2.040, -0.544, 0.037], [1.329, -1.517, -0.940], [0.668, 1.099, 1.997], [-0.951, 1.230, 1.660], [0.220, 2.066, 0.604], [-2.313, 1.964, -2.492]], "mulliken_charge": [-0.491, 0.272, -1.228, -1.231, 0.501, -0.222, -0.311, 0.321, 0.277, 0.408, 0.341, 0.370, 0.395, 0.276, 0.322]}

***

# 5
{"formula": "C5H8O2", "method": "the ωB97M-V functional and the def2-TZVPD basis", "e_tot_ev": -9404.460, "spin_multiplicity": 1, "homo_lumo_gap_ev": [7.697, 7.692], "relative_energy_kcal_mol": 123.9, "species": ["C", "C", "C", "C", "O", "C", "O", "H", "H", "H", "H", "H", "H", "H", "H"], "xyz": [[-1.407, 0.835, 1.270], [-0.661, 0.065, 0.265], [-0.790, -0.274, -1.096], [0.592, 0.155, -0.421], [1.197, 1.385, -0.548], [1.357, -1.140, -0.111], [0.404, -2.056, 0.156], [-2.457, 0.538, 1.323], [-1.351, 1.893, 0.978], [-0.938, 0.747, 2.255], [-0.566, -1.364, -1.228], [-1.485, 0.238, -1.757], [2.063, 1.247, -0.955], [2.082, -1.444, -0.897], [1.961, -0.825, 0.767]], "mulliken_charge": [-1.235, 0.761, -0.657, 0.313, -0.536, -0.423, -0.726, 0.323, 0.332, 0.307, 0.263, 0.332, 0.333, 0.322, 0.291]}

***

# 6
{"formula": "C5H8O2", "method": "the ωB97M-V functional and the def2-TZVPD basis", "e_tot_ev": -9408.160, "spin_multiplicity": 1, "homo_lumo_gap_ev": 10.370, "relative_energy_kcal_mol": 38.6, "species": ["O", "C", "C", "C", "C", "O", "C", "H", "H", "H", "H", "H", "H", "H", "H"], "xyz": [[-1.478, -1.027, -1.946], [-1.353, 0.491, 0.940], [-0.103, 0.257, 0.560], [0.916, -0.816, 0.916], [1.951, 0.047, 0.178], [3.147, 0.025, 0.101], [0.865, 0.995, -0.354], [-2.176, -0.523, -2.381], [-1.898, 1.362, 0.583], [-1.869, -0.163, 1.639], [-1.531, -0.749, -1.020], [1.109, -1.005, 1.977], [0.746, -1.772, 0.405], [1.023, 2.064, -0.185], [0.652, 0.814, -1.415]], "mulliken_charge": [-0.653, -0.779, -0.020, -0.313, 0.250, -0.549, -0.265, 0.317, 0.301, 0.283, 0.342, 0.316, 0.228, 0.321, 0.222]}

***

# 7
{"formula": "C5H8O2", "method": "the ωB97M-V functional and the def2-TZVPD basis", "e_tot_ev": -9404.856, "spin_multiplicity": 1, "homo_lumo_gap_ev": 8.692, "relative_energy_kcal_mol": 114.7, "species": ["C", "C", "C", "C", "O", "C", "O", "H", "H", "H", "H", "H", "H", "H", "H"], "xyz": [[1.538, -0.163, 0.795], [0.239, 0.124, 0.070], [-0.280, -1.108, -0.747], [-1.021, 0.551, 0.755], [-0.866, -2.082, 0.072], [-0.934, 1.679, -0.215], [0.314, 1.283, -0.795], [2.342, -0.213, 0.051], [1.474, -1.120, 1.319], [1.786, 0.627, 1.509], [-0.956, -0.735, -1.531], [0.578, -1.574, -1.240], [-1.553, -1.630, 0.589], [-1.770, 1.709, -0.930], [-0.893, 2.651, 0.300]], "mulliken_charge": [-1.565, 1.648, -0.792, -0.603, -0.466, -0.373, -0.505, 0.373, 0.347, 0.345, 0.298, 0.316, 0.415, 0.265, 0.298]}

***

# 8
{"formula": "C5H8O2", "method": "the ωB97M-V functional and the def2-TZVPD basis", "e_tot_ev": -9406.346, "spin_multiplicity": 1, "homo_lumo_gap_ev": 9.649, "relative_energy_kcal_mol": 80.4, "species": ["C", "C", "C", "O", "C", "C", "O", "H", "H", "H", "H", "H", "H", "H", "H"], "xyz": [[1.282, -0.652, 1.219], [0.049, -1.042, 0.496], [0.103, 2.381, -0.614], [-0.965, 2.143, -0.098], [-1.204, -1.409, 0.521], [-0.601, -1.269, -0.822], [-0.940, -0.215, -1.694], [1.114, -0.597, 2.299], [2.081, -1.377, 1.025], [1.645, 0.323, 0.875], [0.474, 1.777, -1.461], [0.744, 3.205, -0.253], [-2.093, -1.619, 1.099], [-0.354, -2.136, -1.438], [-1.337, 0.488, -1.153]], "mulliken_charge": [-0.944, 0.449, -0.159, -0.441, -0.399, -0.343, -0.562, 0.272, 0.295, 0.230, 0.277, 0.296, 0.333, 0.336, 0.361]}

***

# 9
{"formula": "C5H8O2", "method": "the ωB97M-V functional and the def2-TZVPD basis", "e_tot_ev": -9408.503, "spin_multiplicity": 1, "homo_lumo_gap_ev": 10.441, "relative_energy_kcal_mol": 30.6, "species": ["O", "C", "C", "C", "C", "C", "O", "H", "H", "H", "H", "H", "H", "H", "H"], "xyz": [[-0.916, 2.082, 0.979], [0.095, 1.597, 0.119], [0.394, 0.138, 0.432], [-0.686, -0.993, 0.419], [0.167, -1.861, -0.550], [0.970, -0.590, -0.789], [1.505, -0.147, -1.771], [-1.246, 2.903, 0.595], [1.030, 2.171, 0.239], [-0.193, 1.685, -0.937], [0.951, 0.087, 1.376], [-0.851, -1.434, 1.402], [-1.641, -0.698, -0.021], [-0.319, -2.284, -1.436], [0.740, -2.655, -0.057]], "mulliken_charge": [-0.511, -0.598, 0.083, -0.677, -0.445, 0.327, -0.566, 0.313, 0.304, 0.336, 0.347, 0.288, 0.272, 0.285, 0.240]}

***

# 10
{"formula": "C5H8O2", "method": "the ωB97M-V functional and the def2-TZVPD basis", "e_tot_ev": -9405.410, "spin_multiplicity": 1, "homo_lumo_gap_ev": 8.663, "relative_energy_kcal_mol": 102.0, "species": ["O", "C", "C", "C", "C", "O", "C", "H", "H", "H", "H", "H", "H", "H", "H"], "xyz": [[-1.294, 0.945, 0.601], [-1.511, -0.228, -0.162], [-0.171, -0.914, -0.373], [1.500, -0.100, 1.557], [1.627, 0.578, 0.307], [2.424, 1.508, 0.388], [0.916, 0.032, -0.904], [-2.115, 1.451, 0.627], [-2.200, -0.915, 0.353], [-1.947, 0.016, -1.144], [-0.308, -1.789, -1.013], [0.739, 0.380, 2.190], [0.181, -1.328, 0.594], [0.514, 0.861, -1.496], [1.646, -0.497, -1.528]], "mulliken_charge": [-0.464, -0.439, -0.741, -0.530, 0.696, -0.599, -0.431, 0.285, 0.326, 0.344, 0.354, 0.266, 0.350, 0.269, 0.312]}